Entry 1:
DFT (wB97M-V/def2-TZVPD) results for one molecule with the formula C27H35N5O in a non-equilibrium geometry.

```
68
Properties=species:S:1:pos:R:3:mulliken_charge:R:1
H -2.28 -3.59 -8.24 0.37
H 3.78 5.62 4.55 0.29
H 0.54 1.20 -3.22 0.39
C -2.41 -0.36 4.10 0.22
N 0.71 2.36 3.34 0.28
C -0.25 -3.14 -8.76 -0.45
H 1.82 0.14 -2.62 0.44
C -0.64 0.34 3.11 1.81
C 0.28 -1.75 -1.72 -0.61
C 1.92 3.09 3.04 -1.09
H 1.79 -2.54 -8.99 0.37
H -0.30 -3.62 -9.72 0.37
C 0.89 -0.50 -4.43 -0.54
H 4.99 3.42 4.64 0.33
H -2.15 -2.49 -6.05 0.35
N -2.15 -1.26 3.07 0.01
H -0.22 -2.60 1.60 0.55
C -0.16 2.93 4.33 -1.08
C 0.92 -2.53 -8.34 -0.61
H 3.09 1.95 4.43 0.28
C -0.57 0.39 -1.12 -0.75
H -2.69 -2.93 1.97 0.36
C -4.04 -2.53 3.61 -0.76
O 1.34 0.74 1.92 -0.76
C -1.70 -0.29 -0.34 -1.16
C -1.36 -3.12 -7.92 -0.50
H -5.20 -1.83 5.29 0.42
C 1.00 -1.91 -7.11 -0.41
H 0.54 -1.08 1.07 0.44
C -4.33 -1.65 4.67 -0.20
H -2.56 -0.43 -1.01 0.42
N -1.35 -1.61 0.17 0.10
H 2.53 3.50 5.08 0.31
H 1.66 4.13 2.84 0.29
H 4.66 3.19 2.92 0.30
C -3.53 -0.57 4.92 -0.97
C 4.20 5.15 3.66 -1.15
C -0.42 -1.56 1.30 -1.33
H 0.55 -2.38 -2.56 0.60
H 0.27 0.60 -0.44 0.41
C 0.54 1.15 2.75 0.17
H -2.01 0.34 0.50 0.52
H 5.20 5.56 3.50 0.37
C -0.10 -1.23 -4.96 -0.03
C 0.81 0.15 -3.08 -0.99
C -2.95 -2.32 2.81 0.03
H -0.99 -1.37 -4.36 0.23
C -1.02 -0.83 2.44 -0.42
H -4.69 -3.37 3.41 0.39
H 3.59 5.42 2.80 0.30
H 0.08 3.99 4.44 0.36
N -0.18 -0.47 -2.23 0.17
H -0.05 2.44 5.30 0.28
H -1.20 2.83 4.03 0.41
H 1.17 -1.64 -1.07 0.23
H -0.94 1.33 -1.52 0.52
H -3.72 0.13 5.72 0.46
H 1.80 -0.30 -4.98 0.33
C 4.28 3.64 3.84 -0.51
H 1.92 -1.45 -6.81 0.25
C -0.11 -1.87 -6.26 0.84
H -0.52 -3.38 -0.54 0.45
C -0.86 -2.42 -0.93 -1.15
C -1.29 -2.50 -6.69 -0.48
N -1.51 0.60 4.12 -0.66
H 2.36 2.65 2.14 0.33
H -1.70 -2.59 -1.61 0.40
C 2.93 3.01 4.19 -0.21
```

Output
E_LUMO: 0.5595 eV
ΔE to the lowest compared entry with this formula, charge and spin: 33.4 kcal/mol
E_HOMO: -8.052 eV

=====

Entry 2:
DFT (wB97M-V/def2-TZVPD) results for a 5-piece molecular cluster, C13H33N3O6S overall in a non-equilibrium geometry.

```
56
Properties=species:S:1:pos:R:3:mulliken_charge:R:1
O 0.98 -3.50 -3.05 -0.39
H -1.48 -1.33 -2.33 0.46
C -0.25 2.97 0.27 0.10
H 0.43 6.27 0.18 0.40
O 0.84 2.45 2.57 -0.69
O 2.06 2.10 0.43 -0.64
H 0.33 0.38 -3.26 0.32
C 1.66 -1.54 3.25 -0.77
H 1.46 -2.93 0.90 0.52
O 0.28 -0.74 0.00 -0.85
C 1.59 4.50 1.22 -0.82
H 1.77 4.88 2.20 0.43
H -2.69 -2.98 0.63 0.24
N -0.44 -1.60 -2.49 0.24
H -0.01 -1.36 -1.58 -0.17
H 3.63 -1.39 -0.26 0.43
C -0.06 -3.01 -2.69 0.65
H -1.27 4.39 -0.82 0.28
H 1.32 -0.57 3.00 0.13
H 1.65 -0.74 -2.95 0.29
H -1.45 -3.94 -3.67 0.37
H -3.61 -1.89 1.54 0.41
H -2.89 1.53 -0.78 0.34
C 0.34 5.16 0.51 -0.67
H -4.47 1.15 -0.08 0.46
C 0.55 -0.71 -3.25 -0.73
H 0.40 -1.04 -4.22 0.45
H -1.13 -0.76 0.24 0.10
C -2.55 -1.96 1.17 -0.74
H -2.07 -3.81 -1.88 0.26
H 1.42 -1.53 0.46 -0.21
H 0.76 -2.15 3.50 0.29
H -1.77 -2.04 2.05 0.27
H -0.41 5.52 1.28 0.28
H -0.34 1.96 -0.29 -0.38
C 3.30 -2.34 -0.19 -0.90
H 2.54 4.59 0.65 0.34
N 2.17 -2.24 0.70 0.23
H 0.30 4.12 -1.34 0.46
H 0.40 0.19 0.43 -0.20
C -2.69 0.56 0.96 0.69
H 2.26 -1.48 4.14 0.33
H 3.97 -3.16 0.19 0.36
H -2.82 -0.67 -0.69 0.42
O 3.87 -1.88 2.42 -0.44
C -0.20 4.15 -0.48 -0.84
H -0.87 3.08 0.99 0.51
N -2.33 -0.76 0.29 0.21
C -1.23 -4.03 -2.64 -1.03
H 3.20 -2.79 -1.13 0.33
C -3.50 1.43 0.15 -1.27
C 2.65 -1.85 2.08 0.63
S 1.18 2.79 1.24 1.31
O -2.22 0.88 2.04 -0.44
H -3.67 2.59 0.59 0.30
H -0.91 -4.90 -2.17 0.36
```

Output
E_LUMO: -6.6691 eV
charge: +2
ΔE to the lowest compared entry with this formula, charge and spin: 4.3 kcal/mol
E_HOMO: -15.307 eV

=====

Entry 3:
DFT (wB97M-V/def2-TZVPD) results for C44H41N5O5Ti as an isolated structure.

```
96
Properties=species:S:1:pos:R:3:mulliken_charge:R:1
C 0.48 -3.10 1.37 0.17
C 0.45 1.13 4.34 -0.28
C -2.02 -1.18 3.50 -0.49
O 0.02 1.09 5.50 -0.76
C -1.57 2.23 -2.59 -0.16
H 2.08 3.93 1.24 0.43
C 1.02 0.74 -4.81 0.81
C -0.38 4.69 3.42 -0.48
C -3.91 2.85 -2.68 -0.66
H 0.58 5.81 1.84 0.42
N -0.40 1.78 -3.17 -0.09
C 2.12 -1.85 -2.81 0.30
C -3.36 -0.79 4.11 -0.75
C -1.58 2.50 -1.20 0.40
H -4.29 1.20 4.06 0.46
C 1.74 -3.45 4.02 -0.73
C 1.35 -1.06 4.24 -0.50
C -1.05 -0.99 -5.52 -1.28
C -0.62 -3.61 -0.84 -0.89
H -1.55 0.07 -1.09 0.53
H -4.83 3.43 -0.82 0.42
C -0.25 -2.67 0.11 0.45
C -1.71 -1.86 -2.04 -0.70
H 1.76 -1.70 -3.82 0.36
C 2.59 -0.45 -6.37 -1.80
C 3.13 -3.23 -1.13 -0.54
C 2.33 -2.31 6.06 -0.69
H -2.66 1.14 4.76 0.13
H -1.65 -3.90 -2.70 0.39
H 0.37 -1.90 -6.85 0.32
O 0.74 -4.29 1.50 -0.83
C 2.27 -3.48 5.30 -0.70
N 1.33 2.65 2.66 -0.21
C 2.22 0.13 0.41 -1.97
H 2.74 -2.34 7.06 0.37
N -0.58 -1.38 0.00 0.86
H 3.56 -4.17 -0.82 0.37
H -1.99 -2.17 3.07 0.25
C -1.27 -0.03 -4.56 -1.00
H -1.22 -1.08 4.23 0.13
H -0.31 -4.63 -0.68 0.58
H -3.45 -1.14 5.14 0.42
C -0.41 3.48 4.07 -0.62
H -2.29 -1.49 -2.87 0.75
O -0.48 1.57 0.67 0.20
C -0.33 2.28 -0.39 -0.01
C -2.68 0.91 2.61 0.07
N 0.94 0.12 3.60 0.46
H 1.79 2.57 -3.95 0.44
H -4.81 2.99 -3.26 0.38
C -3.31 0.73 3.99 -0.68
H 2.76 -3.88 -3.15 0.39
C -3.92 3.10 -1.31 -1.03
H -2.10 1.82 2.52 -0.39
H 1.57 0.12 -2.20 -0.24
H -1.07 3.27 4.90 0.42
H 1.68 -4.34 3.42 0.51
C 1.27 -2.24 3.48 0.37
C -2.75 2.91 -0.59 -0.15
O -1.81 -0.22 2.44 0.29
O 0.73 2.76 -0.80 -0.82
H 2.62 -4.41 5.71 0.39
H -1.85 -1.68 -5.78 0.39
H 2.60 -1.33 -7.02 0.40
C -1.30 -0.98 -1.05 -0.63
N 0.70 -2.07 2.20 1.39
Ti 0.37 -0.10 1.55 0.37
C -0.24 0.85 -4.20 0.67
C 2.68 -3.07 -2.44 -1.21
C -2.76 2.41 -3.31 -0.27
C 1.23 -0.27 -5.75 1.21
H -3.43 0.89 1.82 0.43
H 3.36 -0.58 -5.61 0.32
H 2.76 1.91 -5.26 0.54
C 2.15 1.64 -4.40 -1.86
C -1.35 -3.19 -1.93 -1.21
C 2.45 -0.96 -0.56 0.38
H -4.18 -1.20 3.53 0.28
C 3.02 -2.19 -0.21 -0.17
H 2.80 1.16 -3.67 0.23
H 2.88 0.42 -6.97 0.38
H 3.36 -2.34 0.81 0.30
H 2.14 1.09 -0.10 0.86
H 1.92 -0.21 6.12 0.46
C 2.02 -0.82 -1.89 0.41
C 0.46 2.48 3.64 0.82
H 0.42 1.99 -2.60 0.15
H 2.98 0.21 1.19 0.61
H -1.06 5.49 3.71 0.42
C 1.37 3.83 2.05 -0.33
C 1.87 -1.12 5.53 -0.68
H -2.73 3.08 0.48 0.48
C 0.19 -1.12 -6.12 -0.69
H -2.76 2.23 -4.38 0.55
H -2.22 0.03 -4.05 0.93
C 0.52 4.88 2.38 -0.70
```

Output
E_LUMO (spin up / spin down): 2.4474 / 2.4472 eV
multiplicity: 2
charge: -1
ΔE to the lowest compared entry with this formula, charge and spin: 2.7 kcal/mol
E_HOMO (spin up / spin down): -4.456 / -4.496 eV

=====

Entry 4:
DFT (wB97M-V/def2-TZVPD) results for C39H39N10PSW as an isolated structure in a non-equilibrium geometry.

```
91
Properties=species:S:1:pos:R:3:mulliken_charge:R:1
C -2.36 -0.04 2.58 -0.10
H -2.51 3.19 1.54 0.48
H 4.47 -2.10 0.67 0.21
H -4.45 1.33 4.87 0.46
H 1.27 -2.12 5.94 0.55
N 1.80 1.17 -3.73 0.20
C -2.72 2.30 2.12 -0.75
H 2.33 -0.13 4.82 0.63
C 0.94 4.37 1.19 -1.02
H -0.06 5.29 -1.91 0.51
C -2.13 1.08 1.79 0.99
C 3.83 -3.87 1.78 -0.81
H 3.02 -3.35 2.29 0.06
H -0.33 -3.20 2.12 0.54
N 0.71 -4.08 -3.27 -0.33
H -4.84 0.62 -4.01 0.45
H -1.89 -0.98 2.35 0.46
H 4.35 3.12 -0.54 0.54
H 5.48 4.57 -2.19 0.50
H -2.95 -0.96 -3.92 0.52
H -4.02 3.33 3.47 0.49
C -4.39 -2.34 -0.81 -0.59
H -0.17 -3.66 -3.53 0.16
N 2.07 -2.36 -0.53 0.27
H -1.03 3.03 -1.86 0.49
H 1.19 6.16 0.04 0.49
H 3.53 -4.90 1.59 0.38
H 4.70 -3.89 2.44 0.41
H 0.46 2.52 2.15 0.69
C 1.14 -1.93 4.88 -0.79
H 0.52 -0.34 -3.29 0.54
H -4.08 -4.93 0.38 0.36
H -3.53 2.43 -0.36 0.42
C -2.29 0.83 -1.09 1.21
C 2.19 0.41 2.17 -0.80
C -4.13 0.68 -3.19 -0.79
H 3.10 2.88 -5.34 0.47
C 0.23 -2.53 2.75 -0.13
C -3.56 2.38 3.22 -0.93
C -4.29 1.62 -2.19 -0.87
H -0.05 -3.69 4.52 0.61
C 2.78 2.11 -3.36 0.08
H -5.13 2.30 -2.22 0.50
C -3.06 -0.21 -3.14 -0.90
C 1.72 -0.83 4.27 -0.88
N 1.13 -2.58 -1.51 -0.58
C -2.20 -2.53 0.17 0.36
C 3.11 2.16 -2.00 0.78
C 0.78 5.16 0.06 -0.79
C 0.40 -2.80 4.09 -1.11
P -1.10 0.98 0.30 1.86
C -3.80 1.26 4.00 -0.79
H -4.54 -3.03 -1.63 0.35
C 1.53 -0.63 2.92 0.74
C 0.08 4.67 -1.04 -0.83
C 0.38 3.11 1.24 -0.57
N -1.10 -2.14 0.18 -0.38
C 4.36 3.81 -3.86 -0.49
H -4.79 -3.76 1.52 0.33
C 2.43 1.27 -1.09 0.26
C -0.47 3.39 -1.00 -0.86
H 5.07 -3.62 0.03 0.51
H 1.48 4.76 2.05 0.52
H -3.38 -0.82 4.31 0.52
H 4.85 4.45 -4.58 0.47
C 1.43 -3.61 -2.26 0.36
C 4.10 3.07 -1.58 -0.33
C -2.15 -0.13 -2.10 -1.05
H 2.89 1.12 2.59 0.59
H -4.01 -1.39 -1.18 0.09
N 1.50 0.34 -1.59 0.11
N -3.42 -2.93 0.16 0.07
C -3.20 0.05 3.69 -1.35
H 1.01 -4.88 -3.81 0.24
H 1.54 1.11 -4.71 0.35
H -3.11 -4.31 1.74 0.31
N 1.97 0.42 0.91 1.93
C 4.20 -3.14 0.47 -0.64
C -3.87 -4.06 1.01 -0.86
C -3.38 1.69 -1.14 -0.68
C 4.71 3.88 -2.51 -0.95
C 1.24 0.36 -2.89 -0.55
C 3.08 -3.16 -0.52 0.13
N 0.76 -1.45 2.16 1.13
N 2.69 1.33 0.18 -1.57
W 0.60 -0.89 0.06 0.92
H -5.33 -2.18 -0.29 0.35
C -0.33 2.61 0.14 0.59
C 3.38 2.93 -4.29 -1.04
H -1.35 -0.84 -2.06 0.63
S 2.95 -4.33 -1.77 -0.05
```

Output
E_LUMO (spin up / spin down): -12.0839 / -12.4175 eV
multiplicity: 3
charge: +4
E_HOMO (spin up / spin down): -18.364 / -18.335 eV